Entry 1:
This record from the OMol25 dataset describes a 7-piece molecular cluster, C37H88I2N4O14PS overall. The level of theory is ωB97M-V/def2-TZVPD.

Structure (XYZ):
```
147
Properties=species:S:1:pos:R:3:forces:R:3:mulliken_charge:R:1
C 3.05015 -2.24380 1.77246 0.254 -0.506 0.030 -0.571
C 2.61263 -1.04157 1.47240 -0.284 0.495 -0.008 -0.110
C 2.79895 -0.44567 0.11714 0.244 0.115 0.202 -0.663
N 1.50284 -0.15906 -0.55818 0.356 0.234 -0.221 1.399
C 0.90373 0.96467 0.00834 -0.444 -0.402 -0.003 -1.486
N 1.51002 2.20988 0.16946 0.022 0.494 0.117 0.093
C 1.82449 2.99282 -1.04099 0.116 -0.089 -0.096 -0.298
O 2.46849 4.16578 -0.70277 -0.109 0.271 0.387 -0.315
O 1.49455 5.01686 -0.04738 0.155 -0.263 -0.173 -0.312
N -0.28661 0.85925 0.51589 0.327 -0.088 0.068 0.362
C -1.05964 -0.39524 0.62455 -0.300 -0.215 0.122 -1.059
C -2.18353 -0.50215 -0.40664 0.174 0.007 0.076 0.559
C -3.38494 -1.31908 0.09274 -0.183 -0.014 -0.333 -1.330
C -4.65434 -0.48798 0.28484 0.057 0.086 0.010 -0.805
C -4.79486 0.12124 1.67224 -0.033 -0.440 0.111 0.988
N -5.12161 -0.92081 2.65984 0.089 0.183 -0.081 -0.673
P -1.08472 2.34948 1.10309 -0.157 0.445 -0.392 0.427
S -1.80268 3.45838 -0.26842 0.046 -0.047 -0.010 -0.274
C 1.66105 -0.20275 -2.04034 -0.522 -0.446 0.164 -0.919
I 1.90778 -2.27517 -2.48826 0.782 -0.607 0.247 0.335
C 0.53255 0.47139 -2.85358 0.162 -0.194 -0.515 0.222
C 1.08558 1.57415 -3.77766 -0.005 0.046 0.090 -1.150
I -0.59558 -0.88463 -4.10781 -0.768 0.592 -0.096 0.121
H 2.94997 -2.65235 2.76638 -0.037 -0.047 0.087 0.367
H 3.55234 -2.84799 1.02375 0.044 -0.098 -0.005 -0.193
H 2.12805 -0.43100 2.22933 -0.056 0.040 0.081 0.334
H 3.35426 -1.14714 -0.49588 -0.063 -0.069 -0.116 0.387
H 3.41514 0.45935 0.17882 0.005 0.087 -0.102 0.363
H 2.32473 2.16510 0.77319 0.062 -0.063 -0.013 0.342
H 0.89483 3.17737 -1.58019 -0.033 0.007 0.063 0.289
H 2.55587 2.49326 -1.68076 -0.029 0.020 -0.009 0.112
H 2.06303 5.44327 0.60985 0.011 0.057 -0.018 0.312
H -1.49490 -0.39460 1.62376 0.066 0.127 0.102 0.561
H -0.37348 -1.23376 0.56972 0.168 0.030 -0.085 0.310
H -1.77396 -0.97613 -1.29164 0.130 0.009 -0.245 -0.305
H -2.49959 0.49658 -0.71165 -0.089 0.075 0.042 0.442
H -3.59036 -2.08399 -0.65453 0.021 -0.118 0.063 0.424
H -3.14486 -1.84758 1.01716 0.022 -0.105 0.043 0.522
H -5.53064 -1.11196 0.12087 -0.057 -0.038 0.005 0.478
H -4.67614 0.30261 -0.46945 -0.046 0.037 -0.051 0.363
H -5.59812 0.84986 1.64870 -0.069 0.207 0.028 -0.291
H -3.86839 0.63659 1.95289 0.009 0.223 -0.034 -0.389
H -4.32379 -1.17188 3.22446 0.024 -0.070 0.045 0.220
H -5.83940 -0.60034 3.29260 -0.056 -0.028 0.048 0.247
H -1.99982 1.70837 1.93210 -0.057 -0.122 0.164 0.010
H -0.12219 2.86527 1.96205 0.055 -0.048 0.200 0.091
H 2.61437 0.23472 -2.32960 0.069 0.051 0.084 0.465
H -0.23895 0.86718 -2.20103 -0.031 0.042 0.164 0.017
H 0.55148 2.50797 -3.61804 -0.061 0.041 -0.143 0.266
H 0.99980 1.30819 -4.82431 -0.007 0.025 -0.075 0.461
H 2.14247 1.75223 -3.58321 0.015 0.052 -0.054 0.312
C 3.85035 8.63413 -4.17608 -0.024 0.007 0.016 -0.734
O 4.05077 7.91575 -2.97038 0.068 0.005 -0.030 -0.393
C 3.42728 6.64810 -2.94230 0.001 0.088 0.139 -0.245
C 4.40580 5.53275 -3.24504 -0.055 -0.102 -0.124 0.017
O 4.90171 5.60777 -4.56609 0.000 0.024 -0.028 -0.390
C 6.18744 6.19680 -4.66875 0.009 -0.018 0.007 -0.744
H 4.56617 9.45330 -4.18660 -0.011 0.021 0.020 0.253
H 4.01536 8.00413 -5.05227 0.006 -0.003 -0.013 0.325
H 2.83793 9.04914 -4.21751 -0.007 -0.021 -0.016 0.322
H 2.58825 6.61319 -3.64549 0.008 -0.016 -0.034 0.312
H 3.02706 6.50284 -1.93483 -0.031 -0.027 -0.017 0.155
H 3.88408 4.57303 -3.14944 0.007 0.015 0.045 -0.113
H 5.22703 5.54641 -2.52046 0.005 0.021 0.014 0.314
H 6.96371 5.49716 -4.34091 -0.003 0.014 0.026 0.319
H 6.25781 7.11269 -4.07894 0.004 0.008 -0.003 0.331
H 6.35053 6.43469 -5.71761 0.004 -0.024 -0.015 0.256
C 4.61176 -4.87613 -1.69165 -0.198 -0.041 0.104 -0.413
O 5.14171 -4.13803 -0.59986 0.072 0.035 -0.072 -0.116
C 5.90213 -4.94613 0.29385 -0.185 0.064 0.104 -0.149
C 7.38797 -4.82678 0.05661 0.141 -0.042 -0.019 -0.783
O 7.77015 -5.32299 -1.21317 -0.091 -0.036 -0.031 -0.401
C 7.96710 -4.32020 -2.19012 0.022 0.009 0.009 -0.603
H 4.26388 -4.15384 -2.42547 0.030 0.038 -0.085 0.194
H 5.35556 -5.52531 -2.15681 0.078 0.040 0.045 0.406
H 3.76586 -5.48701 -1.35603 0.054 -0.051 -0.060 -0.083
H 5.59134 -5.99077 0.21968 -0.005 -0.019 0.007 0.302
H 5.68217 -4.60903 1.31114 0.019 -0.037 0.027 0.214
H 7.90438 -5.42468 0.81237 -0.010 0.036 0.024 0.312
H 7.70637 -3.78482 0.17164 -0.001 0.014 0.001 0.347
H 8.91521 -3.79585 -2.02786 -0.019 0.024 0.014 0.333
H 7.15157 -3.59209 -2.19051 -0.004 0.000 -0.013 0.182
H 8.00278 -4.81386 -3.15943 0.027 -0.012 -0.003 0.254
C 0.76248 -9.40183 1.37465 -0.004 0.001 0.028 -0.696
O 0.18750 -8.11912 1.56036 -0.013 -0.008 -0.109 -0.408
C 1.12126 -7.11291 1.88935 -0.104 -0.036 0.106 -0.230
C 1.49737 -6.26889 0.69233 0.156 0.136 -0.067 -0.262
O 2.17982 -7.01062 -0.30082 -0.005 -0.088 0.036 -0.343
C 1.35888 -7.42372 -1.37888 -0.005 0.002 -0.008 -0.830
H 0.01465 -10.02349 0.88709 -0.020 -0.008 0.023 0.254
H 1.65443 -9.35609 0.74595 0.007 -0.003 -0.012 0.294
H 1.02415 -9.85356 2.33706 0.027 0.007 -0.003 0.308
H 2.02143 -7.55152 2.33349 -0.022 -0.003 -0.015 -0.022
H 0.65621 -6.46545 2.64026 0.034 0.010 0.013 0.407
H 2.17710 -5.47376 1.02308 -0.041 0.017 0.008 0.162
H 0.60248 -5.79788 0.27050 -0.020 -0.004 0.009 0.477
H 1.14389 -6.58309 -2.04989 -0.027 0.001 0.020 0.226
H 0.41706 -7.84909 -1.02701 -0.003 -0.006 -0.004 0.422
H 1.90809 -8.18219 -1.93284 0.022 0.012 -0.015 0.257
C -7.35929 3.13603 -0.11299 0.014 -0.042 -0.009 -0.583
O -7.40395 2.54102 1.17558 -0.018 0.018 -0.016 -0.307
C -7.32778 3.48130 2.23375 0.125 -0.095 0.034 -0.388
C -8.68523 3.80219 2.81820 -0.051 0.113 0.017 -0.694
O -9.52108 4.42904 1.86509 -0.035 -0.072 -0.020 -0.282
C -10.46826 3.56063 1.26464 -0.023 0.022 0.030 -0.779
H -7.69377 2.38652 -0.82796 0.023 -0.018 -0.002 0.254
H -8.01235 4.00769 -0.18011 -0.007 0.007 -0.005 0.215
H -6.33594 3.43758 -0.36588 -0.011 0.027 0.009 0.250
H -6.84620 4.40164 1.88715 -0.008 0.026 0.008 0.283
H -6.70024 3.04797 3.02062 0.005 0.010 -0.005 0.403
H -8.54869 4.49786 3.65214 -0.019 -0.024 0.007 0.349
H -9.15825 2.89549 3.20789 0.019 -0.030 -0.008 0.379
H -11.30264 3.36518 1.94540 0.014 -0.025 0.007 0.276
H -10.01351 2.61237 0.97093 0.005 -0.001 -0.017 0.340
H -10.85016 4.06240 0.37697 -0.014 0.017 0.006 0.264
C 7.16267 -7.51592 5.59927 -0.011 0.006 0.017 -0.626
O 6.13179 -8.40854 5.21975 0.054 -0.037 -0.070 -0.388
C 5.03729 -7.78799 4.57715 -0.030 -0.030 0.126 -0.680
C 5.09927 -7.93213 3.07341 -0.041 0.073 -0.158 0.042
O 6.21320 -7.26091 2.51164 0.088 0.028 0.067 -0.124
C 7.30544 -8.11730 2.21564 -0.018 -0.016 -0.015 -1.001
H 8.03701 -8.11611 5.84246 -0.007 -0.012 0.029 0.252
H 7.41717 -6.82675 4.79065 0.011 0.003 -0.007 0.202
H 6.87325 -6.93946 6.48463 -0.006 0.021 -0.018 0.329
H 4.98284 -6.72773 4.84862 0.005 0.018 -0.006 0.367
H 4.12564 -8.27551 4.93684 -0.017 0.022 -0.005 0.394
H 4.19729 -7.48567 2.63869 0.041 -0.038 0.008 -0.234
H 5.11538 -8.99191 2.80106 -0.007 -0.021 0.000 0.393
H 7.10857 -8.70003 1.30973 -0.009 -0.016 0.017 0.334
H 7.51566 -8.79803 3.04253 0.010 -0.001 0.006 0.458
H 8.17722 -7.48848 2.04391 -0.001 0.010 -0.018 0.253
C -9.75565 10.04194 -1.20154 -0.021 0.009 0.015 -0.702
O -9.40088 9.55982 0.08081 0.094 -0.022 -0.037 -0.381
C -9.87044 8.25108 0.35262 -0.059 0.114 0.091 -0.687
C -8.79968 7.20243 0.16543 0.046 -0.124 -0.143 0.304
O -8.36529 7.11041 -1.18576 -0.012 0.019 -0.008 -0.396
C -7.16698 7.81083 -1.44905 -0.002 0.008 0.000 -0.731
H -9.14504 10.92146 -1.39777 -0.015 0.022 0.016 0.244
H -9.56895 9.29719 -1.97859 0.006 -0.002 -0.013 0.303
H -10.81130 10.33245 -1.23168 -0.005 -0.025 -0.014 0.322
H -10.73554 8.01656 -0.27616 -0.005 -0.009 -0.017 0.374
H -10.19688 8.23062 1.39656 -0.024 -0.026 -0.006 0.348
H -9.20324 6.22784 0.44497 0.013 0.044 0.067 -0.132
H -7.94851 7.41653 0.82171 0.004 0.014 0.016 0.257
H -6.29976 7.26658 -1.05411 -0.005 0.024 0.024 0.272
H -7.18229 8.81406 -1.01718 0.009 0.006 -0.006 0.340
H -7.06588 7.89137 -2.53023 0.009 -0.025 -0.009 0.261
```
Forces are in eV/Å.

Net charge: +1
HOMO-LUMO gap (eV): 6.08
Molar mass (Da): 1130.0
LUMO energy (Ha): -0.155

---

Entry 2:
This record from the OMol25 dataset describes C3H5NS as an isolated structure. The level of theory is ωB97M-V/def2-TZVPD.

Structure (XYZ):
```
10
Properties=species:S:1:pos:R:3:forces:R:3:nbo_charge:R:1
C -0.17369 -0.54824 0.14632 0.010 0.215 5.068 0.137
C -0.43717 -1.04762 2.00919 0.590 0.421 -6.189 -0.333
C 0.26620 1.15807 -1.45555 -3.340 -0.757 -0.676 -0.445
N -0.11024 0.64779 -0.13393 -0.606 0.127 -0.103 -0.417
S -0.52656 -2.50896 2.47889 -0.203 -2.346 0.579 0.132
H 0.29062 -1.32778 -0.35523 0.213 -2.059 -1.351 0.146
H -0.37899 -0.24312 2.61443 0.003 2.923 1.790 0.168
H -0.26792 2.12995 -1.38967 0.737 -0.453 -1.278 0.222
H 0.05770 0.50704 -2.41430 -0.386 1.059 1.958 0.187
H 1.28003 1.23286 -1.50014 2.983 0.873 0.202 0.204
```
Forces are in eV/Å.

ΔE to the lowest compared entry with this formula, charge and spin (kcal/mol): 75.5
HOMO-LUMO gap (eV): 8.16
Molar mass (Da): 87.1
LUMO energy (Ha): -0.005

---

Entry 3:
This record from the OMol25 dataset describes a 2-piece molecular cluster, CH2ClOP overall. The level of theory is ωB97M-V/def2-TZVPD.

Structure (XYZ):
```
6
Properties=species:S:1:pos:R:3:forces:R:3:nbo_charge:R:1
C 2.85641 -0.27471 0.26646 -0.049 0.103 0.349 0.514
O 2.31301 -0.24234 -0.74552 -0.052 -0.042 -0.284 -0.445
P -2.18566 -0.56470 -0.55986 -1.253 0.123 -0.581 0.109
Cl 2.26495 0.38252 1.85475 0.085 -0.062 -0.069 -0.069
H -3.45376 0.11185 -0.92199 0.942 -0.637 0.212 -0.047
H -1.79494 0.58738 0.10617 0.328 0.515 0.372 -0.062
```
Forces are in eV/Å.

ΔE to the lowest compared entry with this formula, charge and spin (kcal/mol): 70.9
HOMO-LUMO gap (alpha / beta) (eV): 8.48 / 7.20
Molar mass (Da): 96.5
LUMO energy (alpha / beta) (Ha): -0.046 / -0.067

---

Entry 4:
This record from the OMol25 dataset describes an isolated ion of composition C5H8NO2 and charge -1. The level of theory is ωB97M-V/def2-TZVPD.

Structure (XYZ):
```
16
Properties=species:S:1:pos:R:3:forces:R:3:nbo_charge:R:1
C 1.85064 3.00195 -1.49280 -0.580 -0.355 -0.202 -0.452
C 0.75787 2.49576 -0.88951 0.291 0.279 0.990 -0.141
C 0.08073 1.20105 -1.14946 -0.145 -1.044 -0.916 -0.463
C 0.51023 0.04349 -0.15430 0.182 -0.626 0.331 -0.201
N -0.58673 -0.36520 0.72912 -1.054 -0.919 0.117 -0.763
C -0.88518 -1.85704 0.97384 3.243 1.469 -0.704 0.886
O 0.08970 -2.58602 0.73026 0.639 -0.153 -0.584 -0.812
O -1.94394 -2.15225 1.45638 -2.931 0.229 0.882 -0.768
H 2.39049 3.89032 -1.12834 -0.481 -0.438 -0.233 0.193
H 2.23774 2.52018 -2.42683 -0.282 0.370 1.012 0.187
H 0.25659 2.89977 0.01888 1.054 0.532 -0.522 0.190
H -1.03956 1.35387 -1.08891 1.203 -0.359 -0.174 0.208
H 0.36311 0.84242 -2.16265 -0.462 0.242 0.346 0.196
H 0.89022 -0.86430 -0.73418 -0.780 1.067 0.654 0.220
H 1.42302 0.32815 0.46429 -0.973 0.141 -0.694 0.163
H -1.46640 0.18091 0.73412 1.076 -0.435 -0.302 0.356
```
Forces are in eV/Å.

Net charge: -1
ΔE to the lowest compared entry with this formula, charge and spin (kcal/mol): 22.6
HOMO-LUMO gap (eV): 7.52
Molar mass (Da): 114.1
LUMO energy (Ha): 0.128
SMILES string: C=CCCNC(=O)[O-]

---

Entry 5:
This record from the OMol25 dataset describes a 4-piece molecular cluster, H9O4 overall. The level of theory is ωB97M-V/def2-TZVPD.

Structure (XYZ):
```
13
Properties=species:S:1:pos:R:3:forces:R:3:nbo_charge:R:1
O -0.21158 -1.82108 1.80997 0.471 0.135 0.360 -0.959
H -0.81620 -2.56604 1.77042 -0.163 -0.015 -0.076 0.520
H 0.40063 -1.99285 2.53148 0.005 -0.196 0.137 0.508
O 0.13684 -0.90692 -2.24001 0.029 0.259 0.180 -0.976
H 0.73563 -0.50298 -2.88377 -0.172 -0.182 0.129 0.504
H -0.08036 -1.78504 -2.56893 0.008 0.030 -0.060 0.506
O -0.01486 2.63664 0.24003 0.044 0.119 -0.060 -0.948
H 0.69592 3.10770 -0.21584 -0.215 0.035 0.151 0.519
H -0.68066 3.27165 0.53675 0.168 -0.084 -0.111 0.524
O -0.01298 0.13838 0.28406 0.007 0.571 -0.612 -0.871
H -0.16714 -0.24950 -0.61241 0.344 -0.399 -0.003 0.563
H -0.06625 1.16536 0.28406 0.107 -0.173 0.475 0.548
H 0.08101 -0.49533 1.06418 -0.634 -0.099 -0.511 0.562
```
Forces are in eV/Å.

Net charge: +1
ΔE to the lowest compared entry with this formula, charge and spin (kcal/mol): 7.0
HOMO-LUMO gap (eV): 13.11
Molar mass (Da): 73.1
LUMO energy (Ha): -0.113

---

Entry 6:
This record from the OMol25 dataset describes C21H15AuCl6O2P as an isolated structure. The level of theory is ωB97M-V/def2-TZVPD.

Structure (XYZ):
```
46
Properties=species:S:1:pos:R:3:forces:R:3:nbo_charge:R:1
Au -0.57955 -0.12611 0.01435 1.023 -4.115 4.464 0.828
Cl -2.17654 -2.15835 2.93526 0.080 -0.116 0.084 0.044
C -2.61322 -0.50322 2.73010 -0.025 0.128 -0.200 -0.113
C -2.17167 0.18054 1.63541 -1.021 1.700 0.857 -0.372
C -2.78783 1.56580 1.47938 1.926 -7.609 3.546 0.246
Cl -1.64774 1.46265 -0.82712 5.703 -0.423 -3.335 1.753
C -3.65450 2.14079 2.33298 -0.005 0.705 -0.389 -0.110
Cl -4.28749 3.70450 2.03057 -0.055 -0.003 -0.027 0.095
C -3.97750 1.39243 3.49135 0.082 -0.254 0.082 -0.084
Cl -5.00215 2.10078 4.66011 -0.040 0.075 -0.033 0.109
C -3.49515 0.10620 3.67003 0.007 0.037 -0.063 -0.078
Cl -3.96725 -0.77909 5.05565 -0.011 -0.039 0.054 0.100
Cl -2.93536 2.48792 -5.04976 -0.094 -0.004 0.074 0.090
C -1.70504 1.89611 -4.00594 2.418 -0.044 -0.178 -0.016
C -0.43425 2.54656 -4.10758 -0.307 -1.160 0.351 -0.227
C 0.78017 2.21934 -3.39634 -1.263 -0.015 -0.635 -0.184
C 0.59276 1.62688 -2.09996 0.323 -3.879 1.132 0.419
O 1.03127 0.52132 -1.54001 0.972 1.886 -1.921 -0.656
C -0.54340 2.02530 -1.45271 3.593 6.902 -1.074 -0.641
C -2.39370 0.78808 -1.85474 -8.535 -6.069 -8.146 -0.704
O -2.31587 1.80742 0.29171 -6.907 10.344 3.584 -0.646
C -2.10121 0.64852 -3.26461 1.139 2.554 0.541 -0.183
H -0.36400 3.26360 -4.91697 0.043 0.014 -0.010 0.246
H 1.75599 2.37400 -3.83158 -0.019 0.067 -0.044 0.250
H -3.38593 0.33695 -1.77036 0.270 -0.188 1.495 0.285
H -2.51556 -0.18553 -3.80760 -0.257 0.100 0.005 0.245
C 0.56553 -3.44814 0.47528 0.178 0.141 0.215 -0.947
P 0.89233 -1.73959 0.98504 0.967 -0.422 -0.481 0.851
C 1.21280 -1.75238 2.78105 -0.162 -0.063 -0.111 -0.935
C 2.51591 -1.28183 0.31967 -0.081 -0.008 0.090 -0.265
C 2.99109 -0.02588 0.70450 0.058 -0.193 -0.045 -0.228
C 4.17969 0.45469 0.18757 -0.009 0.015 0.048 -0.197
C 4.89925 -0.31688 -0.71738 -0.012 0.045 -0.023 -0.194
C 4.42763 -1.56055 -1.10163 -0.015 -0.059 -0.093 -0.182
C 3.23068 -2.04730 -0.59080 -0.001 0.067 0.099 -0.236
H 0.48677 -3.47618 -0.61058 0.013 -0.082 0.007 0.255
H -0.37909 -3.77053 0.91082 0.003 -0.031 -0.015 0.260
H 1.37489 -4.09387 0.81762 -0.066 -0.107 -0.064 0.250
H 2.26994 -1.97531 2.91749 -0.014 0.020 0.057 0.259
H 0.61389 -2.51841 3.26723 -0.055 0.063 0.036 0.260
H 0.97944 -0.78160 3.21527 0.013 -0.030 0.057 0.254
H 2.41435 0.56933 1.40542 0.070 0.089 -0.016 0.208
H 4.54364 1.43050 0.48050 0.014 -0.005 0.018 0.225
H 5.82530 0.06019 -1.12984 0.018 -0.010 0.011 0.226
H 4.98571 -2.15345 -1.81390 0.015 -0.015 0.016 0.225
H 2.86494 -3.01619 -0.90495 0.028 -0.010 -0.020 0.216
```
Forces are in eV/Å.

Net charge: +1
HOMO-LUMO gap (alpha / beta) (eV): 7.03 / 6.02
Molar mass (Da): 740.0
LUMO energy (alpha / beta) (Ha): -0.135 / -0.181
Multiplicity: 3

---

Look up the molar mass of the first one.
1130.0 Da

---

Which formula does entry 2 have?
C3H5NS

---

Which of these has the lowest molar mass?
H9O4

---

Among the records above, which one has the lowest molar mass?
H9O4